[1]
9 unconnected molecules or ions with the total composition C41H66ClN10O3. Source: OMol25; level of theory: the ωB97M-V functional and the def2-TZVPD basis.

Structure (XYZ):
```
121
Properties=species:S:1:pos:R:3:forces:R:3
N 3.155463 0.354157 1.132620 -3.0 0.8 -0.7
C 1.756948 0.546230 0.511313 -1.8 -4.0 2.7
O 0.847033 -0.379223 0.825144 4.6 5.3 -2.4
C 1.553730 1.820938 -0.499662 0.8 -0.7 0.6
C 0.497238 2.960969 0.022262 1.6 1.7 -1.7
O -0.341844 2.560100 1.162537 -4.4 1.0 -1.8
C -1.744806 3.041970 0.938744 -0.2 5.6 0.1
O -2.075780 4.348616 0.873375 2.2 -9.2 0.3
C -2.921367 1.886295 0.810660 -2.0 -2.3 0.1
C -3.784172 1.471811 2.160843 -0.9 -2.4 -4.5
C -4.914921 0.277878 1.961226 3.3 2.7 -1.9
N -5.103477 -0.369249 0.604454 1.9 2.1 0.1
C -4.373352 -0.013091 -0.672062 2.3 2.9 1.8
Cl -4.703256 -0.828590 -2.324281 0.3 1.3 3.6
C -3.203617 1.173313 -0.668251 -2.4 -1.4 4.0
H 3.368205 1.122249 1.810677 -0.1 -0.8 -1.0
H 3.219021 -0.567142 1.619806 -0.4 1.2 -0.5
H 2.614356 2.351642 -0.604641 -2.5 -1.4 0.2
H 1.230244 1.396274 -1.556450 0.7 0.8 2.4
H -0.127055 3.314203 -0.928663 1.2 -0.8 2.3
H 1.130588 3.917007 0.345356 -1.5 -2.2 -0.6
H -3.608982 1.998913 3.202494 -0.5 -1.3 -2.5
H -5.537986 -0.023397 2.917223 1.2 0.2 -2.5
H -5.829195 -1.140762 0.549713 1.2 1.3 0.0
H -2.607269 1.494524 -1.647607 -1.6 -1.0 2.4
C -8.632125 1.743927 -1.792066 -0.1 0.0 0.0
C -8.011912 3.111529 -1.524040 -0.4 -0.1 -0.3
C -6.856069 3.054995 -0.523394 -0.6 -0.2 0.9
C -7.356309 2.522312 0.809367 -2.4 -2.9 7.5
N -7.771375 2.080466 1.915128 3.4 3.4 -8.7
H -9.072381 1.315156 -0.886160 0.1 0.0 -0.1
H -9.433302 1.828679 -2.533058 0.2 -0.1 0.1
H -7.883486 1.042315 -2.177419 -0.1 0.0 0.0
H -8.791862 3.788095 -1.153714 0.2 0.0 0.0
H -7.647071 3.527645 -2.469558 0.1 0.0 0.2
H -6.437372 4.056046 -0.376101 0.0 -0.2 0.2
H -6.057078 2.404041 -0.894809 -0.1 0.0 0.2
C -0.556864 -0.696404 6.065848 0.1 -0.1 0.0
C -0.921278 0.604393 5.357351 0.3 -0.3 -0.1
C -2.204227 1.237797 5.898924 -0.7 -0.8 -0.3
C -3.370064 0.281932 5.705557 -6.7 -5.1 -0.9
N -4.337319 -0.511077 5.545025 7.6 6.3 1.0
H -1.324713 -1.463417 5.922898 0.0 0.1 0.1
H 0.380049 -1.097172 5.666206 -0.1 0.1 0.1
H -0.427273 -0.534065 7.141984 0.0 -0.1 -0.1
H -1.028963 0.405372 4.284039 0.0 0.1 0.1
H -0.095135 1.314786 5.471793 -0.2 0.0 0.0
H -2.414275 2.172792 5.369045 -0.2 -0.1 0.1
H -2.099560 1.467743 6.964872 -0.2 -0.1 -0.1
C -13.326597 0.729844 2.467394 -0.1 0.0 0.1
C -11.830181 0.590380 2.728409 -0.4 -0.1 0.2
C -10.975546 1.011143 1.531322 -0.3 -0.9 -0.7
C -11.303607 0.135427 0.333097 -1.7 -4.7 -6.8
N -11.575721 -0.591194 -0.660981 2.2 5.7 7.9
H -13.656808 0.079886 1.650784 0.1 0.1 0.1
H -13.895769 0.445828 3.358188 0.1 0.1 -0.1
H -13.585644 1.763709 2.211980 0.0 -0.1 0.0
H -11.612105 -0.451464 2.993377 0.1 0.2 -0.1
H -11.561679 1.205754 3.594138 0.1 -0.1 -0.2
H -9.912706 0.906116 1.773081 -0.2 0.0 -0.2
H -11.163261 2.059290 1.273978 0.0 -0.2 -0.1
C 4.267307 -4.525148 2.610405 -0.1 -0.1 -0.1
C 5.146965 -4.342301 3.843129 0.0 -0.3 -0.3
C 4.897847 -3.014101 4.560267 0.4 0.6 -0.7
C 5.200054 -1.858488 3.620333 1.6 6.6 -5.0
N 5.450887 -0.899735 2.840531 -2.0 -7.6 6.1
H 4.468757 -3.760829 1.853062 0.0 0.0 0.1
H 4.459081 -5.498445 2.147747 -0.1 0.1 0.1
H 3.205017 -4.476619 2.875739 0.1 0.0 -0.1
H 6.199251 -4.410355 3.541022 -0.1 0.1 0.2
H 4.958049 -5.166447 4.539806 0.1 0.2 0.0
H 5.541352 -2.937264 5.442936 -0.1 0.2 -0.2
H 3.856202 -2.945647 4.892478 0.1 0.2 -0.1
C 6.080668 3.818301 -1.585870 0.1 0.1 0.0
C 5.716255 5.119098 -2.294367 0.3 -0.4 -0.1
C 4.433305 5.752503 -1.752793 -0.7 -0.7 -0.4
C 3.267468 4.796637 -1.946161 -6.7 -5.0 -1.0
N 2.300214 4.003628 -2.106692 7.7 6.6 1.0
H 5.312819 3.051288 -1.728819 0.1 0.1 0.0
H 7.017582 3.417533 -1.985511 -0.3 0.0 0.1
H 6.210260 3.980640 -0.509733 0.0 0.0 -0.1
H 5.608569 4.920077 -3.367679 0.0 0.1 0.2
H 6.542397 5.829491 -2.179924 -0.2 0.0 0.0
H 4.223257 6.687497 -2.282672 -0.2 -0.2 0.1
H 4.537973 5.982448 -0.686845 -0.2 -0.1 -0.1
C 6.067307 -2.642860 -2.416590 0.0 -0.1 -0.1
C 6.946965 -2.460013 -1.183866 0.0 0.1 -0.4
C 6.697847 -1.131813 -0.466728 0.2 0.6 -0.8
C 7.000054 0.023800 -1.406661 1.6 6.6 -5.0
N 7.250887 0.982553 -2.186463 -1.9 -7.8 6.1
H 6.268757 -1.878540 -3.173933 0.0 0.0 0.1
H 6.259081 -3.616156 -2.879247 0.0 0.1 0.1
H 5.005017 -2.594330 -2.151255 0.1 0.0 -0.1
H 7.999251 -2.528066 -1.485973 -0.7 0.2 0.3
H 6.758049 -3.284159 -0.487188 0.1 0.2 0.0
H 7.341352 -1.054976 0.415941 -0.1 0.2 -0.1
H 5.656202 -1.063358 -0.134516 0.1 0.3 -0.1
C 12.980668 -4.442597 -1.090297 0.1 -0.1 0.0
C 12.616255 -3.141799 -1.798794 0.3 -0.3 -0.1
C 11.333305 -2.508395 -1.257220 -0.7 -0.7 -0.3
C 10.167468 -3.464260 -1.450588 -6.5 -5.3 -1.0
N 9.200214 -4.257269 -1.611119 8.1 6.0 1.2
H 12.212819 -5.209610 -1.233246 0.0 0.1 0.0
H 13.917582 -4.843365 -1.489938 -0.1 0.1 0.1
H 13.110260 -4.280258 -0.014160 0.0 -0.1 -0.1
H 12.508569 -3.340820 -2.872106 0.0 0.2 0.2
H 13.442397 -2.431407 -1.684351 -0.2 0.0 0.0
H 11.123257 -1.573400 -1.787099 -0.2 -0.2 0.1
H 11.437973 -2.278449 -0.191272 -0.2 -0.1 -0.1
C -5.789065 -1.990754 -6.128256 -0.1 0.0 0.1
C -4.292649 -2.130218 -5.867241 -0.4 -0.2 0.1
C -3.438013 -1.709455 -7.064328 -0.3 -0.8 -0.7
C -3.766074 -2.585171 -8.262553 -1.6 -4.8 -6.9
N -4.038188 -3.311792 -9.256631 2.1 5.8 8.0
H -6.119275 -2.640712 -6.944866 0.1 0.1 0.1
H -6.358237 -2.274770 -5.237463 0.0 0.1 -0.1
H -6.048111 -0.956889 -6.383670 0.0 -0.1 0.0
H -4.074572 -3.172062 -5.602273 0.1 0.2 -0.1
H -4.024146 -1.514844 -5.001512 0.2 0.0 -0.1
H -2.375173 -1.814482 -6.822569 -0.1 0.0 -0.2
H -3.625729 -0.661308 -7.321672 0.0 -0.2 -0.1
```
Positions in Å, forces in eV/Å.

Summary:
- gap between HOMO and LUMO (eV) = 6.36
- net charge = +1
- largest force on an atom (eV/Å) = 10.18
- E (eV) = -77129.275
- spin multiplicity = 1

---

[2]
8 unconnected molecules or ions with the total composition C41H66F8IN7O10. Source: OMol25; level of theory: the ωB97M-V functional and the def2-TZVPD basis.

Structure (XYZ):
```
133
Properties=species:S:1:pos:R:3:forces:R:3
C 5.755809 1.909090 -0.445475 0.0 -0.2 -0.2
C 4.701598 2.056415 -1.685538 1.3 0.0 1.4
C 3.704495 3.255211 -1.308792 -1.2 -2.0 0.1
I 4.782150 5.123306 -1.614109 -0.4 -0.5 0.1
C 2.272706 3.183688 -2.016074 -3.1 0.6 -1.9
C 1.611439 1.862767 -2.517199 -1.3 2.4 -0.1
C 0.189668 1.791550 -3.168864 1.2 3.0 0.6
C -0.424457 0.395761 -3.642094 -0.3 0.4 1.0
C -0.311500 -0.709631 -2.451315 0.4 0.3 -0.9
O -1.552524 -0.662082 -1.697097 -0.1 -1.4 -0.7
C -2.502202 -1.589882 -2.250544 -0.5 0.0 -0.4
C -3.990294 -1.180623 -1.755174 2.0 -1.4 1.3
F -4.826609 -2.326171 -1.956428 1.1 2.6 0.1
F -3.883016 -1.032433 -0.326118 -0.8 0.0 -3.0
C -4.543324 0.156782 -2.440038 1.1 0.7 -1.5
F -4.171338 0.126852 -3.831590 -0.9 -0.2 3.0
F -3.851356 1.281956 -1.899536 -2.1 -2.7 -1.0
C -6.134058 0.333128 -2.415125 -1.3 1.8 -1.0
F -6.837046 -0.675692 -3.145823 1.9 1.9 1.7
F -6.440438 1.566680 -3.091470 1.1 -2.8 1.4
C -6.788747 0.445938 -0.955738 -1.5 1.4 1.1
F -7.869336 1.397779 -1.072320 2.2 -2.0 0.2
F -5.923573 0.961216 0.040717 -1.4 -1.1 -2.3
C -0.586680 3.113391 -3.328582 2.2 0.4 1.2
C 0.066362 4.467372 -2.858234 1.2 -2.2 0.5
C 1.466552 4.518554 -2.219272 -2.1 -3.0 -1.3
C -0.805149 5.813909 -3.038052 0.6 0.7 -0.5
O -0.287871 6.906547 -3.363156 -1.9 -3.5 1.4
C -2.403434 5.597303 -2.810062 0.1 -2.8 -0.9
C -2.989848 4.361614 -3.229315 2.0 2.4 0.9
C -2.075340 3.229841 -3.931811 -0.3 -0.4 -0.9
O -2.506406 2.545673 -4.887482 1.4 2.0 3.3
H 6.097276 0.816869 -0.315791 -0.5 1.7 -0.3
H 5.310484 2.227223 0.553526 0.5 -0.5 -1.4
H 6.677505 2.565555 -0.621814 -1.3 -1.0 0.3
H 4.188621 1.038340 -1.776893 0.4 1.7 -0.1
H 5.353741 2.279318 -2.603088 -1.5 -0.3 1.1
H 3.503675 3.173231 -0.173757 0.4 0.4 -1.8
H 2.156477 0.858107 -2.380305 -0.9 1.9 -0.3
H 0.003150 0.027663 -4.636323 -0.3 0.6 1.5
H -1.554339 0.553439 -3.796446 1.8 -0.2 0.1
H 0.536634 -0.494758 -1.722290 -1.3 -0.1 -1.0
H -0.116564 -1.751175 -2.892558 -0.4 1.4 0.7
H -2.399364 -1.572680 -3.390607 -0.6 0.0 1.5
H -2.358076 -2.678637 -1.914910 -0.1 1.5 -0.2
H -7.272120 -0.515928 -0.577493 1.0 1.2 -0.6
H 1.855199 5.545591 -1.903062 -0.5 -1.8 -0.5
H -3.012643 6.411338 -2.283581 1.1 -1.2 -1.1
H -4.097610 4.186639 -3.045467 1.6 0.0 -0.6
C -6.772835 -4.817904 -2.508722 0.1 0.0 0.0
C -8.094553 -5.481475 -2.784861 -0.4 -0.4 0.0
O -8.262659 -6.685754 -2.630643 0.1 0.4 0.1
N -9.121532 -4.700740 -3.218684 0.4 -0.3 0.2
C -9.119448 -3.273692 -3.459664 -0.4 -0.2 -0.1
H -6.054040 -5.564103 -2.171878 -0.2 0.0 -0.1
H -6.389122 -4.355673 -3.421011 0.0 0.2 0.1
H -6.887804 -4.068171 -1.722862 0.1 0.1 -0.2
H -9.975941 -5.214781 -3.382704 0.1 0.1 0.0
H -9.878371 -2.816164 -2.820708 0.1 0.2 -0.1
H -9.383323 -3.101287 -4.505436 0.1 0.3 0.1
H -8.152316 -2.820731 -3.252336 -0.1 -0.2 0.0
C -1.527474 7.576732 0.283051 0.1 0.1 -0.1
C -1.678413 6.281038 1.032834 0.3 -0.7 0.1
O -0.910861 5.342729 0.868006 -0.1 0.3 -0.1
N -2.708654 6.171268 1.917483 0.3 0.1 -0.3
C -3.711953 7.159589 2.248258 -0.1 -0.5 0.3
H -0.665913 7.513628 -0.381910 -0.1 -0.1 0.1
H -2.418029 7.764872 -0.320803 0.0 0.2 0.1
H -1.366085 8.395536 0.987626 -0.1 0.1 -0.1
H -2.745693 5.274616 2.381829 0.0 0.1 -0.1
H -3.649797 7.367683 3.318931 -0.2 0.2 -0.1
H -4.695320 6.739858 2.023506 -0.1 0.3 0.0
H -3.579294 8.085489 1.692545 0.1 -0.1 0.0
C 5.934492 2.448771 4.677160 0.0 -0.2 -0.1
C 6.554873 3.081375 3.460713 0.3 0.3 -0.5
O 6.622704 2.495095 2.384994 0.0 0.0 0.3
N 7.049146 4.342200 3.580580 -0.3 -0.7 0.0
C 7.062934 5.190152 4.754581 0.3 0.5 -0.4
H 5.585826 1.446005 4.428580 0.0 0.2 -0.1
H 6.675581 2.370113 5.476766 -0.1 0.2 0.1
H 5.078960 3.039306 5.011108 0.1 -0.1 0.2
H 7.449003 4.700114 2.724467 0.0 0.0 0.1
H 6.515746 6.106988 4.520246 -0.1 0.0 0.2
H 8.100611 5.440763 4.981412 -0.4 0.0 0.2
H 6.609484 4.709170 5.618664 0.1 0.0 -0.2
C 5.441697 -2.991151 5.230085 -0.1 -0.1 0.0
C 5.628057 -1.501663 5.332683 -0.3 0.6 0.0
O 4.681660 -0.725544 5.312499 0.2 -0.3 0.0
N 6.898318 -1.024403 5.450860 -0.4 -0.3 0.0
C 8.134493 -1.774207 5.492821 0.1 0.5 0.0
H 4.379535 -3.218550 5.141458 0.1 0.2 0.0
H 5.952682 -3.372267 4.343182 0.1 -0.1 0.1
H 5.826907 -3.479544 6.127927 0.1 -0.1 -0.1
H 6.944916 -0.017347 5.514484 0.0 -0.1 0.0
H 8.640208 -1.551024 6.435304 0.2 -0.2 -0.1
H 8.764733 -1.444505 4.663476 0.2 -0.2 0.1
H 7.970246 -2.846967 5.416823 -0.1 0.1 0.0
C -4.127146 -5.174548 -0.075442 -0.1 0.1 -0.1
C -2.842650 -5.872107 0.280299 0.6 -0.2 -0.2
O -1.890487 -5.910705 -0.488229 -0.3 0.1 0.1
N -2.758736 -6.471923 1.499574 -0.1 0.2 -0.4
C -3.766108 -6.534627 2.536116 0.4 -0.3 0.1
H -4.043930 -4.746316 -1.074164 0.1 -0.1 0.1
H -4.953320 -5.889127 -0.072722 -0.1 0.1 0.1
H -4.322406 -4.365825 0.632562 -0.2 -0.1 0.0
H -1.868197 -6.918798 1.667103 -0.1 0.1 0.0
H -3.358973 -6.074545 3.439403 -0.3 0.0 0.1
H -3.985335 -7.585375 2.739306 -0.2 0.1 0.2
H -4.683454 -6.022983 2.252705 0.1 0.0 -0.1
C -6.907763 -9.752885 -7.302115 0.0 -0.2 -0.1
C -7.007022 -8.269195 -7.071455 0.0 0.7 -0.1
O -6.821779 -7.457782 -7.970260 0.0 -0.2 0.1
N -7.313282 -7.838337 -5.817479 0.1 -0.3 -0.5
C -7.565629 -8.632862 -4.633927 0.0 0.3 0.1
H -6.657942 -9.941780 -8.346099 0.0 0.2 0.1
H -6.120614 -10.177451 -6.675267 -0.2 -0.1 0.0
H -7.865008 -10.230820 -7.082890 0.1 -0.1 0.1
H -7.362263 -6.832310 -5.739498 0.0 -0.1 0.0
H -8.569174 -8.401616 -4.274864 0.2 -0.2 0.2
H -6.839978 -8.348840 -3.870269 -0.2 -0.2 0.1
H -7.487703 -9.701184 -4.827627 0.0 0.1 -0.2
C 10.547182 2.663910 5.919231 -0.1 -0.2 0.0
C 10.731158 4.153473 6.024692 -0.1 0.6 0.0
O 9.782643 4.928653 6.004515 0.4 -0.3 0.1
N 11.998891 4.632411 6.145392 -0.5 -0.3 -0.1
C 13.236807 3.884565 6.187933 0.1 0.5 0.0
H 9.485211 2.435058 5.828612 0.1 0.2 0.0
H 11.059910 2.285138 5.032408 0.0 -0.1 0.1
H 10.931852 2.174576 6.816773 0.1 -0.1 -0.1
H 12.043388 5.639764 6.210959 0.0 -0.1 0.0
H 13.740465 4.107066 7.131337 0.2 -0.2 -0.1
H 13.867629 4.216799 5.360347 0.2 -0.2 0.1
H 13.074668 2.811648 6.109814 -0.1 0.1 0.0
```
Positions in Å, forces in eV/Å.

Summary:
- gap between HOMO and LUMO (eV) = 7.93
- largest force on an atom (eV/Å) = 4.21
- E (eV) = -104327.671
- spin multiplicity = 1